CHF2O4S | ωB97M-V/def2-TZVPD

CARTESIAN COORDINATES (ANGSTROEM)
C (-0.596, 1.558, -0.087)
O (0.186, -1.666, -1.709)
O (2.024, -0.699, -0.342)
O (0.071, -1.836, 0.873)
O (-0.100, 2.353, -0.800)
F (-1.797, 0.883, -0.298)
F (-0.348, 1.501, 1.207)
S (0.589, -0.896, -0.501)
H (-0.029, -1.198, 1.657)

Summary:
total charge = -1
orbital gap = 0.28600 Eh
ΔE to the lowest compared entry with this formula, charge and spin = 33.8 kJ/mol
highest occupied orbital energy = -4.048 eV

C2H31O16 | ωB97M-V/def2-TZVPD

CARTESIAN COORDINATES (ANGSTROEM)
C (-0.625, 0.627, 0.352)
C (0.427, -0.140, -0.432)
O (1.173, -0.935, 0.223)
O (0.444, -0.011, -1.673)
H (-0.917, 1.544, -0.154)
H (-0.284, 0.825, 1.371)
H (-1.506, -0.004, 0.500)
O (-0.663, -0.137, 4.744)
H (-1.171, -0.150, 5.560)
H (-1.311, -0.344, 4.039)
O (0.491, -2.626, -2.813)
H (0.892, -3.336, -2.294)
H (0.664, -1.820, -2.288)
O (3.555, 0.979, -1.244)
H (2.677, 0.585, -1.339)
H (3.900, 0.598, -0.429)
O (-1.192, -2.709, 1.250)
H (-0.539, -2.187, 0.758)
H (-0.713, -3.017, 2.028)
O (0.748, 0.942, -4.413)
H (0.311, 1.775, -4.202)
H (1.037, 0.603, -3.550)
O (2.083, -3.637, -0.446)
H (2.508, -4.170, 0.233)
H (1.785, -2.827, 0.011)
O (2.337, -0.136, 2.597)
H (2.213, -0.937, 3.112)
H (1.947, -0.338, 1.707)
O (-2.797, -1.182, 3.102)
H (-2.913, -1.642, 3.941)
H (-2.320, -1.817, 2.529)
O (0.337, 3.857, 0.178)
H (0.423, 2.918, -0.041)
H (0.119, 4.278, -0.661)
O (1.432, 2.635, 3.099)
H (1.392, 2.967, 2.196)
H (1.227, 1.687, 3.029)
O (-1.174, 2.456, -2.792)
H (-1.274, 1.658, -2.255)
H (-1.834, 2.363, -3.489)
O (-1.396, 3.292, 2.683)
H (-0.808, 3.423, 3.435)
H (-0.854, 3.519, 1.916)
O (-2.392, -1.980, -1.753)
H (-1.673, -1.337, -1.817)
H (-2.178, -2.629, -2.431)
O (-1.480, -0.900, -4.767)
H (-1.419, -1.804, -5.090)
H (-0.689, -0.779, -4.222)

Summary:
total charge = -1
orbital gap = 0.36192 Eh
ΔE to the lowest compared entry with this formula, charge and spin = 72.8 kJ/mol
highest occupied orbital energy = -7.523 eV

C15H17LiNO | ωB97M-V/def2-TZVPD

CARTESIAN COORDINATES (ANGSTROEM)
Li (-0.508, 0.801, 0.258)
C (0.219, 0.698, -4.082)
C (1.578, 0.925, -4.070)
C (2.267, 0.709, -2.877)
C (1.575, 0.455, -1.695)
N (0.226, 0.393, -1.678)
C (-0.404, 0.408, -2.862)
C (2.219, 0.342, -0.360)
C (3.611, 0.476, -0.237)
C (4.244, 0.225, 0.978)
C (3.467, -0.233, 2.044)
C (2.096, -0.343, 1.959)
C (1.472, 0.044, 0.772)
H (-0.406, 0.718, -4.988)
H (2.116, 1.266, -4.969)
H (3.344, 0.739, -2.847)
H (-1.485, 0.234, -2.840)
H (4.166, 0.794, -1.113)
H (5.280, 0.504, 1.198)
H (3.884, -0.301, 3.038)
H (1.551, -0.726, 2.821)
C (-4.081, -0.240, 2.259)
C (-2.725, -0.160, 1.469)
C (-1.743, -0.952, 2.335)
C (-2.976, -0.715, 0.085)
O (-2.048, 1.014, 1.133)
H (-4.392, -1.286, 2.292)
H (-4.841, 0.304, 1.728)
H (-4.003, 0.031, 3.318)
H (-2.281, -1.866, 2.699)
H (-1.433, -0.391, 3.233)
H (-0.804, -1.241, 1.856)
H (-3.516, -1.675, 0.157)
H (-2.049, -0.906, -0.494)
H (-3.619, -0.043, -0.521)

Summary:
total charge = -1
orbital gap = 0.22929 Eh
ΔE to the lowest compared entry with this formula, charge and spin = 133.1 kJ/mol
highest occupied orbital energy = -3.269 eV

H22HeO11 | ωB97M-V/def2-TZVPD

CARTESIAN COORDINATES (ANGSTROEM)
He (-0.229, 0.031, -0.115)
O (-0.203, 3.234, 1.050)
H (-0.791, 2.841, 0.405)
H (-0.732, 3.306, 1.844)
O (0.461, -0.404, 3.221)
H (0.966, 0.212, 2.691)
H (0.447, -1.210, 2.704)
O (-1.241, 0.459, -3.584)
H (-1.325, 1.023, -2.815)
H (-0.325, 0.548, -3.848)
O (-1.171, -2.990, -0.137)
H (-0.467, -2.614, -0.664)
H (-1.951, -2.497, -0.392)
O (-2.083, 1.669, -1.167)
H (-2.889, 1.530, -0.669)
H (-2.170, 2.554, -1.522)
O (-3.133, 0.105, 2.084)
H (-3.040, 0.455, 2.971)
H (-2.373, -0.465, 1.970)
O (1.368, 1.764, -2.463)
H (1.934, 1.176, -2.963)
H (1.968, 2.393, -2.063)
O (2.632, -0.539, -0.122)
H (3.156, -0.088, -0.784)
H (2.068, -1.129, -0.623)
O (0.247, -3.062, 2.226)
H (-0.150, -3.175, 1.362)
H (-0.415, -3.382, 2.839)
O (1.101, -2.244, -1.622)
H (1.907, -2.533, -2.048)
H (0.711, -1.625, -2.240)
O (2.139, 1.584, 1.806)
H (1.373, 2.114, 1.585)
H (2.213, 0.959, 1.084)

Summary:
orbital gap = 0.35254 Eh
ΔE to the lowest compared entry with this formula, charge and spin = 94.8 kJ/mol
highest occupied orbital energy = -10.058 eV

no.,largest force on an atom (hartree/bohr)
1,0.0446
2,0.0140
3,0.0493
4,0.0151